# 1
{
  "formula": "C20H24AuCl5Ge3N2O2",
  "method": "ωB97M-V with the def2-TZVPD basis set",
  "symbols": ["Au", "Cl", "Ge", "Cl", "Cl", "Cl", "C", "Cl", "C", "O", "O", "H", "N", "C", "C", "N", "C", "H", "H", "H", "H", "C", "Ge", "C", "C", "Ge", "C", "C", "C", "C", "C", "C", "C", "C", "C", "C", "C", "C", "H", "H", "H", "H", "H", "H", "H", "H", "H", "H", "H", "H", "H", "H", "H", "H", "H", "H", "H"],
  "positions_angstrom": [[-0.314, 1.331, -3.560], [-1.102, -2.638, -4.956], [-1.447, -1.359, -3.274], [-0.733, -2.739, -1.587], [-3.583, -1.232, -2.902], [4.170, 0.445, -1.659], [3.076, -0.878, -2.140], [3.010, -2.123, -0.910], [1.726, -0.190, -2.307], [1.438, 0.182, -3.470], [0.977, 0.046, -1.314], [3.433, -1.303, -3.072], [-3.839, 3.486, -3.852], [-3.033, 4.485, -3.371], [-1.804, 3.930, -3.209], [-1.869, 2.606, -3.587], [-3.113, 2.371, -3.974], [-4.814, 3.583, -4.092], [-3.377, 5.488, -3.197], [-0.892, 4.379, -2.862], [-3.488, 1.430, -4.335], [-1.509, -3.978, 1.815], [0.318, -3.297, 2.090], [0.683, -2.495, 3.856], [1.718, -4.395, 1.257], [0.778, -0.659, 0.619], [2.293, 0.423, 1.396], [3.356, -0.129, 2.090], [4.311, 0.712, 2.643], [4.196, 2.086, 2.489], [3.122, 2.627, 1.797], [2.158, 1.795, 1.245], [-0.979, 0.302, 0.757], [-1.869, -0.113, 1.743], [-3.088, 0.530, 1.900], [-3.420, 1.595, 1.077], [-2.526, 2.024, 0.106], [-1.311, 1.377, -0.059], [-1.411, -5.055, 1.669], [-1.983, -3.550, 0.936], [-2.127, -3.793, 2.691], [0.498, -3.271, 4.602], [0.017, -1.657, 4.055], [1.714, -2.158, 3.947], [1.815, -5.297, 1.865], [2.681, -3.893, 1.218], [1.411, -4.680, 0.252], [3.450, -1.203, 2.196], [5.146, 0.294, 3.189], [4.953, 2.735, 2.908], [3.031, 3.699, 1.683], [1.317, 2.210, 0.703], [-1.613, -0.943, 2.394], [-3.780, 0.189, 2.657], [-4.378, 2.083, 1.191], [-2.765, 2.872, -0.524], [-0.628, 1.714, -0.828]],
  "s_squared": 2.011,
  "total_charge": 2,
  "energy_ev": -264044.248,
  "homo_energy_ha": [-0.5107, -0.5386],
  "spin_multiplicity": 3,
  "orbital_gap_ha": [0.2655, 0.1996],
  "e_above_lowest_ev": 0.384
}

***

# 2
{
  "formula": "C20H24BF2N3O6SSn",
  "method": "ωB97M-V with the def2-TZVPD basis set",
  "symbols": ["Sn", "F", "C", "C", "C", "C", "C", "F", "C", "C", "C", "C", "C", "C", "N", "H", "H", "H", "H", "H", "H", "C", "C", "C", "O", "B", "O", "C", "C", "C", "H", "H", "H", "H", "H", "H", "H", "H", "H", "H", "H", "H", "C", "N", "C", "C", "N", "H", "H", "H", "H", "H", "H", "O", "S", "O", "O", "O"],
  "positions_angstrom": [[0.578, 0.074, 0.118], [5.750, 2.198, 0.015], [4.929, 1.077, 0.020], [3.570, 1.192, 0.041], [2.742, 0.061, 0.062], [3.367, -1.246, 0.059], [4.770, -1.281, 0.035], [5.466, -2.482, 0.030], [5.567, -0.170, 0.016], [2.498, -2.355, 0.070], [2.860, -3.703, -0.033], [1.924, -4.700, -0.040], [0.562, -4.335, 0.101], [0.258, -3.019, 0.202], [1.151, -2.014, 0.158], [3.104, 2.166, 0.028], [6.643, -0.259, -0.007], [3.902, -3.962, -0.119], [2.201, -5.741, -0.148], [-0.208, -5.094, 0.130], [-0.759, -2.676, 0.340], [-3.538, -3.870, 1.352], [-4.230, -2.584, 0.892], [-5.584, -2.467, 1.625], [-3.459, -1.460, 1.260], [-3.455, -0.539, 0.215], [-4.090, -1.087, -0.916], [-4.362, -2.452, -0.673], [-3.310, -3.284, -1.420], [-5.747, -2.801, -1.233], [-3.494, -3.882, 2.438], [-2.521, -3.914, 0.981], [-4.089, -4.746, 1.013], [-5.380, -2.383, 2.692], [-6.208, -3.341, 1.448], [-6.106, -1.567, 1.311], [-2.321, -3.026, -1.052], [-3.351, -3.038, -2.479], [-3.486, -4.352, -1.299], [-6.499, -2.120, -0.847], [-6.008, -3.826, -0.976], [-5.723, -2.706, -2.318], [-4.568, 3.002, 0.850], [-3.497, 3.008, -0.107], [-3.549, 3.992, -1.153], [-2.770, 1.852, -0.250], [-3.189, 0.800, 0.313], [-4.890, 4.031, 1.016], [-4.184, 2.580, 1.778], [-5.427, 2.397, 0.527], [-3.718, 4.978, -0.714], [-4.357, 3.774, -1.872], [-2.591, 4.014, -1.662], [-0.692, 2.470, 1.302], [-0.530, 2.924, -0.046], [-1.644, 1.968, -0.940], [0.715, 2.641, -0.694], [-0.956, 4.292, -0.253]],
  "total_charge": -2,
  "energy_ev": -60665.789,
  "homo_energy_ha": [0.0473, 0.0490],
  "spin_multiplicity": 1,
  "orbital_gap_ha": [0.1072, 0.1055],
  "e_above_lowest_ev": 0.000
}

***

# 3
{
  "formula": "C20H24BrN3O3S",
  "method": "ωB97M-V with the def2-TZVPD basis set",
  "symbols": ["O", "C", "C", "C", "C", "N", "C", "N", "C", "C", "C", "C", "Br", "C", "C", "S", "C", "C", "N", "C", "C", "C", "C", "C", "O", "C", "C", "O", "H", "H", "H", "H", "H", "H", "H", "H", "H", "H", "H", "H", "H", "H", "H", "H", "H", "H", "H", "H", "H", "H", "H", "H"],
  "positions_angstrom": [[0.417, 1.642, -1.738], [-0.357, 0.762, -1.415], [0.000, -0.240, -0.320], [-0.751, 0.094, 0.975], [-0.321, -0.860, 2.091], [1.113, -0.805, 2.278], [1.613, -0.097, 3.295], [0.914, 0.380, 4.266], [1.685, 0.987, 5.209], [1.223, 1.593, 6.372], [2.127, 2.172, 7.239], [3.486, 2.148, 6.948], [4.708, 2.955, 8.170], [3.985, 1.556, 5.802], [3.074, 0.981, 4.941], [3.381, 0.168, 3.432], [1.871, -1.130, 1.093], [1.506, -0.185, -0.052], [-1.595, 0.681, -1.964], [-2.562, -0.383, -1.804], [-3.109, -0.832, -3.168], [-2.017, -0.681, -4.235], [-1.656, 0.811, -4.393], [-1.898, 1.559, -3.078], [-2.453, -1.190, -5.487], [-1.607, -2.253, -5.872], [-0.365, -2.043, -5.002], [-0.902, -1.459, -3.839], [-0.254, -1.252, -0.650], [-1.829, 0.024, 0.832], [-0.512, 1.117, 1.271], [-0.795, -0.592, 3.035], [-0.589, -1.889, 1.827], [0.166, 1.602, 6.582], [1.784, 2.645, 8.146], [5.043, 1.546, 5.589], [2.937, -1.071, 1.315], [1.631, -2.163, 0.814], [2.053, -0.464, -0.952], [1.787, 0.837, 0.204], [-3.393, -0.032, -1.178], [-2.096, -1.235, -1.314], [-3.964, -0.234, -3.481], [-3.421, -1.875, -3.118], [-0.603, 0.882, -4.669], [-2.260, 1.228, -5.198], [-2.940, 1.879, -2.992], [-1.247, 2.430, -3.008], [-2.088, -3.214, -5.650], [-1.411, -2.176, -6.942], [0.346, -1.361, -5.488], [0.140, -2.965, -4.719]],
  "energy_ev": -112621.194,
  "smiles": "O=C(C1CCN(c2nc3ccc(Br)cc3s2)CC1)N1CCC2(CC1)OCCO2",
  "homo_energy_ha": -0.2842,
  "spin_multiplicity": 1,
  "orbital_gap_ha": 0.3036,
  "e_above_lowest_ev": 0.000
}

***

# 4
{
  "formula": "C20H24Cl2FN3O",
  "method": "ωB97M-V with the def2-TZVPD basis set",
  "symbols": ["Cl", "C", "N", "C", "C", "N", "F", "C", "C", "C", "C", "H", "H", "H", "H", "H", "H", "H", "H", "H", "H", "H", "H", "H", "H", "Cl", "C", "C", "C", "C", "N", "C", "C", "C", "C", "C", "C", "C", "C", "O", "C", "H", "H", "H", "H", "H", "H", "H", "H", "H", "H"],
  "positions_angstrom": [[-0.215, 1.763, -6.019], [-0.533, 0.139, -5.363], [-0.284, 0.020, -3.888], [1.210, 0.295, -3.522], [1.368, 0.110, -2.035], [0.069, -0.275, -1.452], [0.664, -1.892, 2.226], [-0.353, -1.589, -2.014], [-0.598, -1.440, -3.494], [-0.962, 0.760, -1.617], [-1.222, 0.968, -3.085], [-1.586, -0.095, -5.572], [0.121, -0.560, -5.903], [1.748, -0.475, -4.101], [1.381, 1.323, -3.874], [2.081, -0.689, -1.822], [1.765, 1.011, -1.567], [0.430, -2.322, -1.810], [-1.243, -1.960, -1.504], [-1.660, -1.574, -3.756], [0.113, -2.037, -4.088], [-1.873, 0.443, -1.102], [-0.659, 1.689, -1.129], [-0.958, 1.974, -3.441], [-2.233, 0.645, -3.384], [4.874, 2.182, 1.518], [4.038, 1.102, 2.554], [4.753, 0.206, 3.348], [4.081, -0.792, 4.031], [2.717, -0.894, 3.872], [2.077, -0.154, 2.927], [0.646, -0.600, 2.783], [-0.282, 0.512, 2.138], [-1.744, 0.331, 2.297], [-2.669, 1.326, 1.862], [-4.051, 1.150, 2.019], [-4.564, 0.040, 2.723], [-3.650, -0.844, 3.304], [-2.272, -0.666, 3.139], [0.093, 1.586, 1.663], [2.682, 0.897, 2.324], [5.836, 0.233, 3.387], [4.557, -1.658, 4.479], [2.188, -1.772, 4.228], [0.340, -0.772, 3.850], [-2.304, 2.249, 1.404], [-4.751, 1.869, 1.571], [-5.651, -0.126, 2.788], [-4.020, -1.715, 3.858], [-1.655, -1.359, 3.698], [2.160, 1.438, 1.552]],
  "total_charge": 2,
  "energy_ev": -55392.913,
  "homo_energy_ha": -0.5331,
  "spin_multiplicity": 1,
  "orbital_gap_ha": 0.2882
}